# 1
23
Properties=species:S:1:pos:R:3:forces:R:3 method="wB97M-V/def2-TZVPD" homo_ha=-0.2779 smiles="CCCC/C=C/N.O" total_energy_ev=-9999.7272 e_above_lowest_ev=4.030
C -0.60675 -2.16684 -2.41032 -4.52 4.67 0.59
C -0.10619 -0.80436 -1.88756 1.24 0.65 0.61
C 1.13646 -1.08467 -0.98733 -4.45 -0.17 2.53
C 1.51389 0.13143 -0.20067 3.01 0.05 1.73
C 0.58560 0.45234 0.98564 2.67 -0.52 -0.57
C 1.10210 1.15465 2.03773 -4.99 -0.54 0.61
N 0.10959 1.60280 3.00202 9.28 0.47 -3.64
H -1.22008 -2.64767 -1.61004 0.55 0.01 -1.09
H -1.15320 -1.85345 -3.33612 -0.61 -0.88 0.85
H 0.14076 -2.66615 -2.80627 3.81 -2.99 -1.17
H 0.10561 0.02936 -2.64347 0.18 -1.59 0.36
H -0.80667 -0.23819 -1.25989 -0.40 -0.67 0.01
H 1.87831 -1.53240 -1.53222 2.08 -0.95 -1.32
H 0.75069 -1.91540 -0.15739 1.06 1.83 -2.03
H 2.57882 -0.11663 0.21290 -1.58 0.46 -0.24
H 1.76983 1.03914 -0.77827 -0.67 -0.43 -0.30
H -0.34216 -0.16862 0.95424 0.39 1.38 0.53
H 2.09479 1.43992 2.35522 0.23 0.03 -0.90
H -0.73783 1.42314 2.84540 -8.37 -1.68 -1.15
H 0.50855 1.78443 3.81608 1.01 0.95 4.54
O -2.94643 2.09662 1.55747 0.56 0.87 -3.05
H -3.68145 1.58775 1.20800 -0.52 -0.51 0.63
H -2.67425 2.45281 0.63484 0.04 -0.41 2.47



# 2
11
Properties=species:S:1:pos:R:3:forces:R:3 method="wB97M-V/def2-TZVPD" homo_ha=-0.3313 smiles="[H]/N=C(/N)SN=C" total_energy_ev=-17457.5364 e_above_lowest_ev=3.576
H 1.13919 -1.74963 -0.05486 -0.41 0.18 -0.17
N 0.13474 -1.92913 -0.15465 0.80 1.00 -0.09
C -0.58285 -0.87990 -0.19639 -3.85 -4.01 0.45
N -2.00014 -1.09924 -0.10806 -1.08 2.56 -1.55
S -0.50212 0.77664 -0.10668 1.67 1.43 -0.50
N 1.19348 0.69064 -0.21985 1.49 7.31 4.38
C 1.66927 1.83278 0.47886 -4.31 -2.66 -2.90
H -2.28078 -2.02795 -0.34324 -0.15 -0.51 -0.18
H -2.59814 -0.31754 -0.62960 1.66 -2.56 1.39
H 1.15527 2.85359 0.90017 0.58 -3.09 -0.99
H 2.67209 1.84974 0.43429 3.60 0.34 0.15



# 3
127
Properties=species:S:1:pos:R:3:forces:R:3 method="wB97M-V/def2-TZVPD" homo_ha=-0.3532 total_energy_ev=-1143718.7181 e_above_lowest_ev=7.416
O 2.53937 -3.22161 6.45595 -5.79 1.78 2.05
S 1.34616 -2.78980 7.35919 7.56 -2.03 3.21
O 1.91826 -2.78479 8.80277 -3.57 0.87 -5.30
O -0.06132 -3.81000 7.30383 0.89 3.03 -1.44
C -0.74991 -3.39311 6.05843 0.49 0.15 0.34
Br 0.03413 -4.61554 4.68359 -0.67 0.97 0.32
C -0.44963 -1.78205 6.00702 -2.15 1.79 -1.13
I -2.30772 -0.96365 6.92546 0.86 -0.72 -0.19
C -0.43420 -0.98570 4.57401 1.01 1.88 -1.49
F -1.51979 -1.39901 3.63019 3.37 0.82 3.18
F -0.71592 0.46545 4.88460 0.74 -3.90 -0.84
C 1.06571 -0.97415 3.84376 3.10 -0.48 -2.26
C 2.29598 0.04928 4.31585 0.40 -2.61 -2.72
C 3.78011 -0.03498 3.54957 -3.26 -2.86 -1.36
C 3.99489 -1.15817 2.32938 -3.43 -0.07 1.30
C 2.75554 -2.14058 1.84986 -1.36 2.36 2.82
C 2.87327 -3.28511 0.65300 -0.21 -0.72 0.67
F 3.13195 -2.69819 -0.68215 -0.54 -2.37 4.40
F 3.93583 -4.23961 1.11454 -3.14 2.95 -2.29
F 1.62551 -4.12258 0.53121 4.09 2.87 0.25
C 1.30664 -2.02897 2.61117 2.25 1.95 1.20
O 0.65972 -1.27522 6.84977 -0.86 -4.57 -0.86
H -1.91055 -3.54781 6.05611 2.52 0.07 0.37
H 2.08321 0.81091 5.20690 0.63 -1.86 -2.27
H 4.69197 0.67119 3.83538 -2.36 -1.73 -0.62
H 5.02248 -1.30585 1.76025 -2.36 0.55 1.48
H 0.38231 -2.71902 2.30373 2.47 1.70 0.68
C -2.92843 -1.71168 0.25626 0.13 0.14 0.24
Cl -3.60136 -1.33202 -1.34928 0.05 -0.18 0.31
Cl -1.16727 -1.94581 0.12183 -0.57 -0.27 0.07
Cl -3.26505 -0.36619 1.37464 0.02 -0.31 -0.39
Cl -3.68004 -3.20275 0.87775 1.09 0.71 0.35
C 0.23455 1.73666 -0.71443 -0.14 -0.14 0.02
Cl -1.09451 0.87639 -1.53191 0.39 0.49 0.09
Cl 1.44430 2.24361 -1.92028 -1.02 -0.18 0.53
Cl -0.41142 3.17290 0.11888 0.15 -0.38 -0.15
Cl 0.99980 0.65368 0.47552 -0.09 0.37 -0.27
C 4.51836 3.42517 -4.77993 0.08 0.08 -0.17
Cl 5.89029 2.47910 -5.41042 -0.39 0.27 0.16
Cl 3.65356 2.46967 -3.54960 1.13 0.48 -0.47
Cl 5.12333 4.93132 -4.04509 -0.14 -0.40 -0.26
Cl 3.40629 3.82049 -6.11465 0.39 -0.25 0.36
C -5.86330 -6.13381 -1.22668 0.04 0.08 -0.09
Cl -4.59265 -7.35383 -1.49454 -0.30 0.29 0.07
Cl -6.62715 -6.41018 0.35911 0.42 0.09 -0.43
Cl -5.14040 -4.50574 -1.26204 -0.55 -0.97 -0.62
Cl -7.09298 -6.26561 -2.50924 0.22 -0.01 0.30
C 8.51466 -0.40944 -4.85288 -0.09 -0.12 0.14
Cl 9.42731 -1.88073 -4.43203 -0.21 0.40 -0.14
Cl 6.85395 -0.85417 -5.32064 0.42 0.05 0.11
Cl 8.46325 0.68075 -3.44458 0.04 -0.27 -0.37
Cl 9.31417 0.41628 -6.21428 -1.39 -0.14 0.26
C -5.63024 0.68366 9.60859 -0.35 0.02 0.20
Cl -5.21498 1.33816 11.21294 -0.06 -0.18 -0.46
Cl -4.17261 0.65251 8.58443 -0.55 0.43 0.51
Cl -6.26519 -0.97131 9.78848 0.21 0.39 -0.08
Cl -6.86814 1.71537 8.84856 0.39 -0.30 0.16
C -1.34353 -4.88181 10.47885 0.33 -0.14 0.16
Cl -2.34333 -3.47796 10.02682 0.19 -0.22 0.06
Cl -1.83026 -5.46306 12.09124 0.03 0.13 -0.38
Cl -1.57271 -6.18354 9.28411 0.23 0.25 0.33
Cl 0.37217 -4.40258 10.51326 -0.82 -0.29 0.12
C 1.36348 0.11207 -6.37880 -0.06 0.08 0.02
Cl 0.61748 1.18537 -7.58968 0.26 -0.25 0.36
Cl 1.27752 0.87846 -4.77262 -0.34 -0.47 -0.68
Cl 0.49055 -1.44073 -6.34343 0.19 0.35 -0.02
Cl 3.06838 -0.17473 -6.80951 -0.34 0.09 0.12
C 4.33848 5.14669 -0.00899 0.05 -0.06 -0.05
Cl 3.59248 6.21999 -1.21987 0.29 -0.53 0.61
Cl 4.25252 5.91308 1.59719 0.01 -0.14 -0.37
Cl 3.46554 3.59389 0.02638 0.44 0.57 0.18
Cl 6.04338 4.85988 -0.43970 -0.34 0.04 0.13
C 0.01050 8.19031 -0.90877 0.06 -0.05 0.10
Cl -1.37948 8.87238 -1.79052 0.28 -0.09 0.25
Cl 0.29248 9.13343 0.57635 -0.07 -0.25 -0.42
Cl -0.33201 6.49527 -0.47984 0.14 0.43 -0.19
Cl 1.46096 8.26026 -1.94110 -0.60 0.34 0.11
C -5.61991 -6.56616 7.51222 -0.05 0.03 0.02
Cl -4.65002 -7.52536 6.36594 -0.20 0.23 0.27
Cl -6.96126 -5.77966 6.64230 0.31 -0.18 0.18
Cl -6.27791 -7.63719 8.77491 0.18 0.28 -0.31
Cl -4.59041 -5.32241 8.26566 -0.44 -0.25 -0.25
C -8.32530 -2.84057 1.55875 0.03 -0.19 -0.01
Cl -8.99823 -2.46091 -0.04679 0.18 -0.12 0.39
Cl -6.56414 -3.07469 1.42432 -0.89 0.37 0.20
Cl -8.66193 -1.49507 2.67713 0.35 -1.20 -0.89
Cl -9.07691 -4.33164 2.18024 0.24 0.55 -0.27
C -2.33895 1.83095 -10.52837 -0.04 -0.13 0.04
Cl -2.22485 1.45077 -12.26537 -0.03 0.09 0.42
Cl -2.09980 0.34307 -9.57780 0.17 0.53 -0.33
Cl -1.08381 3.01960 -10.09685 -0.27 -0.23 -0.08
Cl -3.94737 2.51031 -10.17354 0.41 -0.12 -0.12
C 0.55169 11.28153 3.89340 -0.01 0.04 0.04
Cl 1.46434 9.81024 4.31424 -0.22 0.34 -0.13
Cl -1.10903 10.83680 3.42563 0.40 0.11 0.12
Cl 0.50027 12.37172 5.30169 0.01 -0.27 -0.35
Cl 1.35119 12.10725 2.53200 -0.20 -0.21 0.32
C 0.03109 6.18421 -5.82524 -0.05 -0.01 0.06
Cl -0.67971 7.23626 -4.57516 0.17 -0.33 -0.39
Cl 0.10618 4.51007 -5.22012 -0.08 0.39 -0.12
Cl -0.97764 6.24060 -7.29281 0.24 -0.04 0.31
Cl 1.67554 6.74994 -6.21279 -0.43 -0.03 0.10
C -5.40219 -1.57408 -8.72693 0.00 0.04 -0.01
Cl -7.16751 -1.81001 -8.77911 0.42 0.05 0.01
Cl -4.64904 -2.92112 -7.83651 -0.16 0.32 -0.21
Cl -4.75985 -1.52746 -10.38816 -0.31 -0.12 0.36
Cl -5.03243 -0.03775 -7.90387 -0.23 -0.44 -0.09
C 13.74665 0.61576 -6.22768 0.05 -0.07 0.03
Cl 11.98133 0.37983 -6.27986 1.52 0.10 0.11
Cl 14.49979 -0.73128 -5.33727 -0.17 0.31 -0.20
Cl 14.38899 0.66238 -7.88890 -0.59 0.06 0.90
Cl 14.11640 2.15209 -5.40462 -0.08 -0.36 -0.21
C 16.76586 0.88767 -11.68585 0.02 0.00 -0.11
Cl 18.03651 -0.33234 -11.95372 -0.32 0.30 0.08
Cl 16.00201 0.61130 -10.10007 0.67 0.04 -0.92
Cl 17.48876 2.51574 -11.72121 -0.18 -0.40 0.02
Cl 15.53618 0.75588 -12.96842 0.30 0.03 0.31
C -11.03783 -7.55049 1.05949 -0.01 -0.06 -0.20
Cl -10.62257 -6.89599 2.66383 -0.25 -0.44 -0.22
Cl -9.58020 -7.58164 0.03533 -0.59 -0.02 0.32
Cl -11.67278 -9.20546 1.23937 0.15 0.41 -0.01
Cl -12.27573 -6.51879 0.29946 0.32 -0.23 0.21
C -9.04445 2.22911 4.93438 -0.01 0.10 0.04
Cl -7.38679 2.87951 4.87203 -0.40 -0.18 0.03
Cl -10.15887 3.36568 4.13385 0.28 -0.30 0.20
Cl -9.09743 0.65690 4.09783 -0.19 1.37 0.82
Cl -9.53464 2.01443 6.63381 0.06 0.05 -0.40



# 4
52
Properties=species:S:1:pos:R:3:forces:R:3 method="wB97M-V/def2-TZVPD" homo_ha=-0.2758 total_energy_ev=-174535.6495
Ga 0.16390 0.46926 -0.15036 0.06 -0.82 0.44
C 2.27886 5.15347 -2.37405 0.01 0.01 -0.01
C 1.25896 4.88261 -1.47586 -0.01 -0.06 -0.01
C 0.80190 3.58235 -1.30033 -0.01 0.04 -0.04
C 1.36994 2.52901 -2.01330 -0.04 -0.08 0.02
C 2.40868 2.80710 -2.90571 0.02 0.01 0.04
C 2.85018 4.10694 -3.08768 -0.02 -0.02 0.01
N 0.95570 1.19802 -1.78001 -0.03 0.16 -0.09
C 0.68104 0.34769 -2.83968 0.02 0.13 0.21
C 0.53798 0.70728 -4.18675 -0.03 -0.02 -0.08
C 0.26781 -0.25870 -5.13913 0.00 -0.01 0.07
C 0.13586 -1.61043 -4.81026 0.00 0.02 -0.08
C 0.28127 -1.99925 -3.49328 -0.02 -0.02 0.10
C 0.52527 -1.02690 -2.53789 0.02 -0.03 -0.08
N 0.73021 -1.22831 -1.16382 0.18 0.21 -0.21
N 1.51297 -2.07521 -0.72753 0.09 -0.07 0.11
C 1.87335 -1.77839 0.61962 0.08 -0.05 -0.14
C 2.54651 -2.72563 1.34663 -0.02 -0.09 0.08
C 2.92355 -2.39768 2.64562 -0.03 -0.05 -0.01
C 2.63976 -1.14028 3.13076 -0.05 0.07 0.06
C 1.97884 -0.23032 2.31226 -0.06 -0.10 -0.02
N 1.61304 -0.54421 1.07596 -0.07 0.11 -0.13
H 2.63116 6.16696 -2.51468 -0.01 -0.01 0.00
H 0.80588 5.68641 -0.90931 0.00 -0.01 0.00
H -0.00016 3.38416 -0.60038 0.01 0.02 0.00
H 2.87805 1.98958 -3.43874 0.01 0.02 -0.01
H 3.65818 4.30251 -3.78151 0.00 0.00 0.00
H 0.62277 1.74515 -4.47625 0.00 -0.01 0.01
H 0.14700 0.05148 -6.16958 0.00 -0.01 0.00
H -0.07784 -2.34438 -5.57481 0.00 0.02 0.00
H 0.18423 -3.03303 -3.18665 0.01 0.01 0.00
H 2.72754 -3.69581 0.90726 0.01 0.01 0.02
H 3.40925 -3.12982 3.27634 0.03 0.01 -0.03
H 2.87241 -0.86664 4.14888 0.04 0.05 -0.02
H 1.71229 0.75593 2.66508 0.03 0.02 0.00
S -0.84093 1.71542 1.53087 0.09 0.24 -0.26
C -1.97781 1.73344 0.23423 -0.06 -0.04 -0.13
N -1.79521 0.90296 -0.77378 -0.14 0.84 0.08
C -2.66942 1.18335 -1.82432 -0.01 -0.43 0.04
C -2.74103 0.49272 -3.03117 0.04 -0.01 -0.02
C -3.69643 0.87246 -3.95327 -0.02 0.03 0.01
C -4.58939 1.91368 -3.68096 0.03 -0.01 0.04
C -4.54210 2.58823 -2.47458 -0.02 0.01 -0.03
C -3.57143 2.21470 -1.55357 -0.01 -0.01 0.08
S -3.27031 2.85802 0.03965 -0.04 -0.02 -0.02
H -2.05850 -0.32446 -3.22671 -0.03 0.01 -0.02
H -3.76165 0.34919 -4.89847 0.01 0.00 0.01
H -5.33198 2.19009 -4.41728 0.00 0.00 0.00
H -5.24036 3.38486 -2.25388 0.01 -0.01 -0.01
Se -1.37615 -1.87133 1.18999 -0.15 0.12 -0.17
C -0.83946 -1.23471 2.80166 0.06 -0.14 0.18
N -0.43058 -0.80871 3.79966 -0.02 -0.01 0.05



# 5
18
Properties=species:S:1:pos:R:3:forces:R:3 method="wB97M-V/def2-TZVPD" homo_ha=-0.4977 smiles="N[C@@H]1C=CN[N@H+](N)N1" total_energy_ev=-10712.8208 e_above_lowest_ev=4.601 charge=+1
N 2.32005 0.90580 -0.12449 0.93 2.28 0.57
C 1.18907 0.33160 0.36604 -1.56 -3.37 3.20
C 1.22417 -1.20419 0.21366 1.01 0.17 0.29
C 0.14773 -1.88617 -0.11195 -0.96 1.68 -0.34
N -1.17174 -1.19562 -0.16746 1.11 -1.64 1.23
N -1.11718 0.14381 0.35164 -1.84 -0.16 -2.87
N -2.45174 0.78074 0.06053 2.77 -0.16 4.19
N -0.03635 0.78763 -0.24978 0.25 4.12 -1.09
H 3.15451 0.50212 0.21559 0.83 -0.29 0.70
H 2.40553 0.98189 -1.08614 -0.20 0.07 -2.25
H 1.08536 0.46717 1.50846 0.48 0.40 -1.17
H 2.24260 -1.65890 0.36348 -1.37 0.30 -0.30
H 0.15408 -2.88292 -0.46998 -0.40 -0.87 0.10
H -1.56425 -1.18815 -1.10658 0.12 0.37 0.10
H -1.06824 0.17721 1.34344 0.31 -0.62 1.60
H -2.53289 0.64747 -0.88772 -1.05 -0.54 -2.69
H -3.02429 0.20768 0.70952 -0.32 0.49 -1.31
H -0.11534 1.86493 -0.16087 -0.12 -2.23 0.04



# 6
7
Properties=species:S:1:pos:R:3:forces:R:3 method="wB97M-V/def2-TZVPD" homo_ha="-0.2252 / -0.3523" total_energy_ev=-80035.4972 e_above_lowest_ev=1.652 multiplicity=3
C -0.03341 0.35124 0.66739 0.73 0.59 -1.06
C 0.77707 1.14025 1.39298 -0.52 -2.64 0.89
Si -0.53366 -0.75472 -0.74625 3.34 0.60 0.37
Br 1.58986 2.56299 2.07384 -0.06 1.08 -0.52
H 0.55457 -0.61580 -1.84335 -1.04 0.33 0.56
H -1.85306 -0.48971 -0.94105 -2.60 0.72 -0.93
H -0.50138 -2.19426 -0.60356 0.16 -0.70 0.68



# 7
5
Properties=species:S:1:pos:R:3:forces:R:3 method="wB97M-V/def2-TZVPD" homo_ha=-0.1811 smiles="O=S(=O)([S-])I" total_energy_ev=-33867.8468 e_above_lowest_ev=0.216 charge=-1
O 0.46117 -0.39585 -1.54076 -1.98 1.21 4.61
S -0.21043 0.03550 -0.18226 3.35 -0.05 -5.31
O -1.45256 -0.58440 0.09606 -1.37 -0.96 0.64
S -0.19060 1.96959 0.06244 0.17 -0.33 0.23
I 1.39242 -1.02484 1.56452 -0.17 0.14 -0.16



# 8
14
Properties=species:S:1:pos:R:3:forces:R:3 method="wB97M-V/def2-TZVPD" homo_ha=-0.3768 smiles="C[C@H]1C(=O)c2ncnn21" total_energy_ev=-11780.9550 e_above_lowest_ev=2.766
C -1.25877 -0.25471 -0.22060 -1.50 -0.78 -0.56
C -0.00874 -0.42113 0.57663 1.04 0.80 3.40
C 0.83106 -1.74562 0.40140 1.07 -1.56 -1.49
O 0.63118 -2.93541 0.32276 -0.22 2.27 0.66
C 2.02510 -0.85165 0.03484 0.57 0.21 0.26
N 3.29750 -0.48967 -0.21479 -1.11 -0.50 0.43
C 3.12976 0.85605 -0.23826 1.05 -1.76 -0.15
N 1.93762 1.32358 -0.06872 -1.67 2.47 0.65
N 1.27295 0.24841 0.14791 -1.83 -2.89 -0.72
H -1.78891 -1.20698 -0.51003 1.31 0.46 0.07
H -1.06617 0.33338 -1.10921 0.10 -0.07 -0.28
H -2.10060 0.20559 0.26834 0.15 0.75 0.71
H 0.03394 -0.12658 1.73806 -1.20 -0.91 -2.35
H 3.90227 1.51742 -0.18327 2.24 1.52 -0.60